Density functional theory data (ωB97M-V with the def2-TZVPD basis set) for a molecular structure, C41H61Cl3N3OP2PtSi.

The calculation puts the gap between HOMO and LUMO at 8.6 eV. Its total charge is +1. The energy above the lowest of the compared OMol25 structures with the same formula, charge and spin comes out at 3.3 kcal per mole. Its spin multiplicity is 1.

Last column: Löwdin charge in e.
Positions of all 113 atoms, in Å:
Pt (-0.501395, -0.647584, -0.259540)  0.62
C (-0.597602, -2.613645, -3.110622)  -0.19
Si (-0.374803, -0.845172, -2.495698)  0.42
C (-1.750943, 0.146588, -3.315679)  -0.28
C (-2.034900, 0.084524, -4.678883)  -0.08
C (-3.121892, 0.763133, -5.211615)  -0.07
C (-3.949077, 1.508930, -4.381234)  -0.06
C (-3.684702, 1.583071, -3.020640)  -0.08
C (-2.591309, 0.908677, -2.484115)  -0.36
P (-2.117127, 1.028339, -0.716895)  0.98
C (-3.743251, 1.047521, 0.198923)  -0.40
C (-3.631477, 0.290368, 1.527092)  -0.22
C (-2.970685, 1.135102, 2.612848)  -0.21
C (-3.760708, 2.414109, 2.862048)  -0.19
C (-3.895667, 3.213460, 1.571409)  -0.19
C (-4.491737, 2.368287, 0.448113)  -0.19
C (-1.227223, 2.648673, -0.668666)  -0.42
C (0.072889, 2.530296, -1.490376)  -0.22
C (0.739507, 3.902376, -1.716216)  -0.17
C (0.322977, 4.896955, -0.640074)  -0.20
C (-1.190525, 5.144543, -0.720174)  -0.18
C (-1.954781, 3.892250, -1.187823)  -0.19
C (1.390407, -0.367522, -2.953398)  -0.29
C (1.818139, 0.073768, -4.200661)  -0.07
C (3.169259, 0.263089, -4.465133)  -0.06
C (4.111006, -0.022264, -3.487014)  -0.06
C (3.704901, -0.470726, -2.237103)  -0.08
C (2.349955, -0.616195, -1.954996)  -0.34
P (1.697025, -1.231407, -0.359596)  0.95
C (2.563563, -0.310541, 1.001610)  -0.40
C (4.088342, -0.203832, 0.902919)  -0.21
C (4.655529, 0.382761, 2.195798)  -0.18
C (4.104077, 1.786420, 2.429216)  -0.19
C (2.578217, 1.772987, 2.428160)  -0.18
C (2.005037, 1.108149, 1.179012)  -0.22
C (2.180395, -3.026269, -0.404876)  -0.39
C (3.596491, -3.447378, 0.011236)  -0.18
C (3.785139, -3.569826, 1.521364)  -0.19
C (2.725267, -4.472837, 2.143450)  -0.19
C (1.330958, -3.958542, 1.801783)  -0.21
C (1.131480, -3.908028, 0.290128)  -0.23
H (-0.229424, -2.688150, -4.138828)  0.04
H (-1.648672, -2.903298, -3.116395)  0.01
H (-0.034058, -3.336052, -2.513786)  0.01
H (-1.413020, -0.512782, -5.337446)  0.10
H (-3.332832, 0.702551, -6.271409)  0.11
H (-4.801268, 2.033118, -4.793616)  0.11
H (-4.335848, 2.170497, -2.386873)  0.10
H (-4.347174, 0.439776, -0.484081)  0.11
H (-3.104252, -0.651464, 1.375309)  0.05
H (-4.647837, 0.037354, 1.851490)  0.13
H (-1.946366, 1.383496, 2.310374)  0.10
H (-2.885372, 0.555216, 3.536036)  0.11
H (-3.277305, 3.022414, 3.629310)  0.11
H (-4.754441, 2.158121, 3.245442)  0.12
H (-2.908828, 3.587677, 1.287386)  0.09
H (-4.522804, 4.092895, 1.731999)  0.12
H (-4.600762, 2.954874, -0.462757)  0.08
H (-5.510408, 2.088775, 0.740824)  0.13
H (-0.968280, 2.790191, 0.387921)  0.10
H (-0.157826, 2.087042, -2.462285)  0.09
H (0.755046, 1.843491, -1.000404)  0.05
H (0.451106, 4.302260, -2.692356)  0.12
H (1.823899, 3.779070, -1.747153)  0.11
H (0.864007, 5.838262, -0.742468)  0.11
H (0.591594, 4.497583, 0.343622)  0.11
H (-1.398833, 5.965227, -1.409942)  0.11
H (-1.567429, 5.459509, 0.256421)  0.11
H (-1.970588, 3.837774, -2.280177)  0.12
H (-2.991987, 3.963516, -0.870892)  0.08
H (1.091487, 0.275937, -4.980634)  0.10
H (3.489456, 0.621507, -5.434905)  0.11
H (5.165137, 0.108155, -3.694050)  0.11
H (4.459427, -0.702737, -1.491184)  0.09
H (2.292834, -0.892220, 1.892288)  0.10
H (4.329091, 0.482007, 0.080385)  0.11
H (4.566622, -1.159467, 0.676721)  0.08
H (5.745855, 0.398622, 2.148238)  0.12
H (4.389313, -0.266607, 3.039193)  0.12
H (4.462572, 2.443607, 1.629552)  0.12
H (4.480697, 2.202086, 3.365645)  0.11
H (2.186187, 2.790584, 2.503340)  0.11
H (2.220199, 1.236765, 3.314805)  0.09
H (2.283714, 1.703093, 0.300517)  0.11
H (0.915878, 1.095663, 1.234728)  0.07
H (2.094819, -3.198245, -1.484199)  0.11
H (4.347308, -2.786271, -0.427767)  0.09
H (3.775561, -4.431987, -0.434397)  0.13
H (3.720573, -2.585892, 1.994378)  0.09
H (4.787125, -3.947110, 1.734885)  0.12
H (2.866219, -4.524257, 3.225119)  0.11
H (2.835081, -5.494463, 1.763150)  0.12
H (1.204843, -2.954093, 2.221070)  0.09
H (0.561789, -4.585701, 2.258100)  0.09
H (0.128248, -3.562265, 0.034708)  0.05
H (1.231924, -4.926010, -0.106752)  0.12
C (0.247450, -0.123324, 4.669691)  -0.05
N (-0.553013, -1.253590, 4.237709)  0.04
C (-0.828568, -1.473631, 2.934532)  -0.62
N (-1.558554, -2.573179, 2.630201)  0.20
O (-0.396065, -0.696959, 2.069225)  -0.12
H (0.197386, -0.060164, 5.753470)  0.09
H (-0.132488, 0.804171, 4.241130)  0.09
H (1.289316, -0.245427, 4.372992)  0.07
H (-0.908627, -1.892232, 4.927812)  0.14
H (-1.994191, -3.143083, 3.331733)  0.12
H (-1.805047, -2.708927, 1.663129)  0.04
Cl (-2.296975, -5.774918, -2.102012)  0.67
C (-2.875188, -5.167161, -0.555093)  -1.61
Cl (-4.602108, -5.479461, -0.372717)  0.66
Cl (-1.970106, -5.910363, 0.778495)  0.65
C (-2.652236, -3.726710, -0.476340)  -0.37
N (-2.453738, -2.597291, -0.416234)  0.20

Cartesian forces (eV/Å) of the 2 atoms listed first:
-0.102 0.529 0.509
0.074 0.021 -0.077